[1]
Molecular formula: C45H38Co2N2O5PS
Method: DFT, wB97M-V/def2-TZVPD

Geometry as ORCA input:
```
! RIJCOSX wB97M-V def2-TZVPD def2/J DEFGRID3
* xyz -1 1
O 2.827 4.464 -0.090
C 2.178 3.511 0.012
Co 1.066 2.162 0.164
C 1.855 1.282 1.463
O 2.381 0.830 2.395
C -0.038 3.326 0.899
O -0.613 4.191 1.416
C 0.441 1.684 -1.432
C 1.630 1.009 -1.062
C 2.584 0.167 -1.540
C 3.794 -0.089 -0.803
C 5.040 0.379 -1.269
C 6.197 0.096 -0.557
C 6.127 -0.668 0.616
C 4.884 -1.067 1.096
C 3.724 -0.818 0.388
Co -0.487 0.260 -0.663
C -0.084 -1.095 0.330
O 0.158 -2.034 0.979
C -1.017 -0.306 -2.204
O -1.416 -0.678 -3.231
P -2.272 1.004 0.123
C -2.464 1.199 1.935
C -3.702 1.576 2.483
C -3.813 1.785 3.861
C -2.709 1.568 4.693
C -1.503 1.114 4.156
C -1.380 0.929 2.777
C -2.768 2.617 -0.607
C -3.156 3.709 0.176
C -3.494 4.918 -0.434
C -3.474 5.030 -1.827
C -3.064 3.950 -2.610
C -2.700 2.745 -2.003
C -3.713 -0.075 -0.266
C -4.809 0.365 -1.022
C -5.821 -0.535 -1.370
C -5.759 -1.863 -0.939
C -4.685 -2.294 -0.153
C -3.666 -1.402 0.190
H 0.186 2.172 -2.355
H 2.526 -0.160 -2.586
H 5.040 0.982 -2.180
H 7.154 0.477 -0.909
H 7.040 -0.936 1.149
H 4.773 -1.622 2.027
H 2.755 -1.233 0.691
H -4.565 1.724 1.829
H -4.763 2.121 4.278
H -2.790 1.747 5.766
H -0.647 0.907 4.799
H -0.431 0.580 2.349
H -3.228 3.611 1.257
H -3.770 5.767 0.192
H -3.772 5.966 -2.301
H -3.022 4.029 -3.697
H -2.368 1.900 -2.614
H -4.877 1.407 -1.339
H -6.657 -0.190 -1.979
H -6.548 -2.564 -1.213
H -4.634 -3.326 0.196
H -2.830 -1.735 0.812
C 2.966 -4.254 0.478
C 3.311 -5.177 1.643
C 2.268 -6.276 1.822
C 3.552 -4.445 2.975
C 3.965 -5.434 4.056
C 4.653 -4.826 5.251
N 5.689 -3.920 4.768
C 6.818 -3.584 5.518
C 7.609 -2.634 4.871
C 8.808 -2.216 5.446
C 9.156 -2.728 6.701
C 8.337 -3.660 7.355
C 7.154 -4.116 6.758
S 6.867 -2.117 3.392
C 5.505 -3.225 3.600
N 4.522 -3.361 2.768
H 2.031 -3.698 0.647
H 3.779 -3.545 0.295
H 2.842 -4.861 -0.428
H 4.271 -5.665 1.393
H 1.322 -5.866 2.202
H 2.069 -6.772 0.868
H 2.616 -7.044 2.522
H 2.605 -3.964 3.287
H 3.085 -6.000 4.382
H 4.650 -6.171 3.614
H 3.940 -4.280 5.884
H 5.129 -5.610 5.839
H 9.432 -1.513 4.901
H 10.079 -2.397 7.172
H 8.613 -4.039 8.334
H 6.506 -4.854 7.236
*
```

The value obtained for the energy is -155876.433 eV. Its HOMO energy is -0.1035 hartree. The LUMO energy comes out at 0.077 hartree. Its orbital gap is 4.90 eV. As for the energy above the lowest of the compared OMol25 structures with the same formula, charge and spin: 0.5 kcal/mol.

In elementary charge units, the Mulliken charges are: atom 1 (O): -0.439, atom 2 (C): -0.115, atom 3 (Co): 0.711, atom 4 (C): -0.018, atom 5 (O): -0.437, atom 6 (C): 0.883, atom 7 (O): -0.444, atom 8 (C): -0.530, atom 9 (C): 0.643, atom 10 (C): -1.613, atom 11 (C): 0.834, atom 12 (C): -0.368, atom 13 (C): -0.979, atom 14 (C): 0.081, atom 15 (C): -0.725, atom 16 (C): -0.430, atom 17 (Co): 1.084, atom 18 (C): -0.053, atom 19 (O): -0.586, atom 20 (C): -0.296, atom 21 (O): -0.527, atom 22 (P): 1.170, atom 23 (C): 0.156, atom 24 (C): -0.456, atom 25 (C): -0.699, atom 26 (C): -0.560, atom 27 (C): -0.792, atom 28 (C): -0.064, atom 29 (C): 0.307, atom 30 (C): -0.674, atom 31 (C): -0.594, atom 32 (C): -0.645, atom 33 (C): -0.734, atom 34 (C): -0.461, atom 35 (C): 0.473, atom 36 (C): -0.162, atom 37 (C): -0.628, atom 38 (C): -0.516, atom 39 (C): -0.662, atom 40 (C): -0.445, atom 41 (H): 0.711, atom 42 (H): 0.312, atom 43 (H): 0.455, atom 44 (H): 0.341, atom 45 (H): 0.206, atom 46 (H): 0.340, atom 47 (H): 0.778, atom 48 (H): 0.494, atom 49 (H): 0.374, atom 50 (H): 0.364, atom 51 (H): 0.446, atom 52 (H): -0.173, atom 53 (H): 0.452, atom 54 (H): 0.380, atom 55 (H): 0.341, atom 56 (H): 0.424, atom 57 (H): 0.291, atom 58 (H): 0.274, atom 59 (H): 0.392, atom 60 (H): 0.347, atom 61 (H): 0.386, atom 62 (H): 0.319, atom 63 (C): -1.188, atom 64 (C): 0.622, atom 65 (C): -1.672, atom 66 (C): -0.082, atom 67 (C): -1.228, atom 68 (C): -0.649, atom 69 (N): 0.239, atom 70 (C): 0.306, atom 71 (C): 0.691, atom 72 (C): -0.427, atom 73 (C): -0.643, atom 74 (C): -0.587, atom 75 (C): -0.837, atom 76 (S): -0.297, atom 77 (C): 0.425, atom 78 (N): -0.098, atom 79 (H): 0.145, atom 80 (H): 0.183, atom 81 (H): 0.493, atom 82 (H): 0.270, atom 83 (H): 0.313, atom 84 (H): 0.444, atom 85 (H): 0.392, atom 86 (H): 0.189, atom 87 (H): 0.519, atom 88 (H): 0.402, atom 89 (H): 0.249, atom 90 (H): 0.454, atom 91 (H): 0.400, atom 92 (H): 0.356, atom 93 (H): 0.371, atom 94 (H): 0.303

[2]
Molecular formula: C45H38F5N2O2P2RuS
Method: DFT, wB97M-V/def2-TZVPD

Geometry as ORCA input:
```
! RIJCOSX wB97M-V def2-TZVPD def2/J DEFGRID3
* xyz 0 6
Ru 1.009 0.432 0.014
O -2.369 0.198 1.050
C -2.720 1.538 1.058
C -3.633 1.983 1.996
C -4.029 3.313 1.973
C -3.516 4.174 1.015
C -2.577 3.720 0.103
C -2.152 2.393 0.116
P -0.815 1.782 -0.931
C 0.952 3.519 1.531
C 0.087 3.742 2.615
C -0.641 4.911 2.711
C -0.535 5.890 1.732
C 0.288 5.670 0.636
C 1.015 4.497 0.526
C -1.291 2.235 -2.597
C -0.352 2.031 -3.615
C -0.672 2.313 -4.931
C -1.930 2.799 -5.259
C -2.875 2.987 -4.258
C -2.564 2.704 -2.941
C -2.875 -0.528 -0.010
C -4.144 -0.296 -0.517
C -4.622 -1.108 -1.536
C -3.841 -2.141 -2.033
C -2.568 -2.348 -1.523
C -2.061 -1.536 -0.515
P -0.365 -1.625 0.136
C -0.671 -2.362 1.774
C -1.556 -3.430 1.929
C -1.826 -3.939 3.187
C -1.225 -3.374 4.305
C -0.357 -2.304 4.159
C -0.080 -1.800 2.897
C 0.355 -2.949 -0.882
C 0.677 -2.624 -2.199
C 1.248 -3.565 -3.039
C 1.505 -4.846 -2.570
C 1.185 -5.178 -1.262
C 0.614 -4.234 -0.419
H -4.033 1.277 2.711
H -4.749 3.670 2.698
H -3.825 5.211 0.991
H -2.145 4.408 -0.612
H -0.009 2.999 3.393
H -1.295 5.060 3.560
H -1.096 6.812 1.817
H 0.369 6.421 -0.140
H 1.661 4.335 -0.326
H 0.631 1.640 -3.383
H 0.068 2.151 -5.704
H -2.177 3.021 -6.288
H -3.862 3.351 -4.507
H -3.317 2.837 -2.175
H -4.749 0.506 -0.117
H -5.613 -0.932 -1.935
H -4.215 -2.779 -2.821
H -1.954 -3.142 -1.930
H -2.048 -3.854 1.061
H -2.510 -4.771 3.296
H -1.435 -3.770 5.290
H 0.116 -1.864 5.027
H 0.627 -0.983 2.782
H 0.460 -1.628 -2.575
H 1.492 -3.299 -4.059
H 1.959 -5.581 -3.221
H 1.384 -6.175 -0.890
H 0.384 -4.500 0.604
C 4.077 2.535 0.691
O 2.694 2.307 0.416
C 1.806 2.338 1.494
C 2.296 1.771 2.800
H 4.559 2.685 -0.274
H 4.528 1.677 1.193
H 4.196 3.437 1.298
H 2.845 2.523 3.378
H 2.934 0.898 2.656
H 1.455 1.453 3.415
F 3.664 -6.783 0.358
C 3.542 -5.469 0.552
C 3.889 -4.578 -0.450
F 4.357 -5.034 -1.612
C 3.722 -3.222 -0.246
F 4.075 -2.414 -1.258
C 3.213 -2.684 0.939
S 3.044 -0.960 1.196
C 2.880 -3.617 1.923
F 2.391 -3.209 3.095
C 3.036 -4.979 1.745
F 2.685 -5.830 2.712
N 2.830 1.182 -2.741
N 2.625 0.245 -1.680
H 3.764 1.070 -3.124
H 2.782 2.105 -2.321
H 3.420 0.163 -1.050
H 2.502 -0.676 -2.078
*
```

The value obtained for the energy is -99935.243 eV. Its HOMO energy (spin up / spin down) is -0.2210 / -0.2744 hartree. The LUMO energy (spin up / spin down) comes out at 0.020 / -0.037 hartree. Its orbital gap (spin up / spin down) is 6.56 / 6.47 eV. The expectation value of S² is 8.795. As for the energy above the lowest of the compared OMol25 structures with the same formula, charge and spin: 11.7 kcal/mol.

In elementary charge units, the Mulliken charges are: atom 1 (Ru): 0.155, atom 2 (O): -0.442, atom 3 (C): -1.480, atom 4 (C): -0.260, atom 5 (C): -0.615, atom 6 (C): -0.924, atom 7 (C): -0.149, atom 8 (C): 1.135, atom 9 (P): 1.187, atom 10 (C): 0.633, atom 11 (C): -0.264, atom 12 (C): -0.827, atom 13 (C): -0.584, atom 14 (C): -0.764, atom 15 (C): 0.007, atom 16 (C): 0.990, atom 17 (C): -0.532, atom 18 (C): -0.645, atom 19 (C): -0.593, atom 20 (C): -0.721, atom 21 (C): -0.826, atom 22 (C): 0.473, atom 23 (C): -1.014, atom 24 (C): -0.837, atom 25 (C): -0.886, atom 26 (C): -0.627, atom 27 (C): 0.308, atom 28 (P): 2.271, atom 29 (C): 0.782, atom 30 (C): -0.406, atom 31 (C): -0.861, atom 32 (C): -0.621, atom 33 (C): -0.698, atom 34 (C): -0.267, atom 35 (C): 1.081, atom 36 (C): -0.956, atom 37 (C): -0.821, atom 38 (C): -0.856, atom 39 (C): -0.686, atom 40 (C): -0.873, atom 41 (H): 0.512, atom 42 (H): 0.418, atom 43 (H): 0.419, atom 44 (H): 0.649, atom 45 (H): 0.235, atom 46 (H): 0.410, atom 47 (H): 0.449, atom 48 (H): 0.426, atom 49 (H): 0.341, atom 50 (H): 0.292, atom 51 (H): 0.451, atom 52 (H): 0.371, atom 53 (H): 0.418, atom 54 (H): 0.320, atom 55 (H): 0.544, atom 56 (H): 0.417, atom 57 (H): 0.456, atom 58 (H): 0.417, atom 59 (H): 0.485, atom 60 (H): 0.448, atom 61 (H): 0.406, atom 62 (H): 0.483, atom 63 (H): 0.093, atom 64 (H): 0.863, atom 65 (H): 0.437, atom 66 (H): 0.415, atom 67 (H): 0.481, atom 68 (H): 0.398, atom 69 (C): -0.999, atom 70 (O): -0.071, atom 71 (C): 0.275, atom 72 (C): -1.719, atom 73 (H): 0.258, atom 74 (H): 0.315, atom 75 (H): 0.328, atom 76 (H): 0.402, atom 77 (H): 0.499, atom 78 (H): 0.396, atom 79 (F): -0.406, atom 80 (C): 0.541, atom 81 (C): 0.420, atom 82 (F): -0.419, atom 83 (C): -0.112, atom 84 (F): -0.454, atom 85 (C): 0.218, atom 86 (S): -0.356, atom 87 (C): 0.143, atom 88 (F): -0.414, atom 89 (C): 0.225, atom 90 (F): -0.367, atom 91 (N): -0.741, atom 92 (N): 0.102, atom 93 (H): 0.281, atom 94 (H): 0.149, atom 95 (H): 0.360, atom 96 (H): 0.106